4 unconnected molecules or ions with the total composition C27H29BrF3NO7P2 at a distorted geometry. Source: OMol25; level of theory: wB97M-V/def2-TZVPD.

- Charge: 0
- SMILES: O=C(O)CC[C@H]1CNC(=O)[C@@]1(CC(=O)Br)PP(=O)(O)O.Fc1ccccc1.Fc1ccccc1.Fc1ccccc1
- HOMO: -9.17 eV

Cartesian coordinates (Å):
O (-0.3972, 0.1620, 0.7519)
C (-0.0992, 1.1579, 0.1521)
O (-0.1547, 2.3597, 0.7880)
C (0.3254, 1.1089, -1.2936)
C (1.8220, 0.9042, -1.5211)
C (2.7047, 2.1760, -1.4867)
C (2.0376, 3.5480, -1.3815)
N (3.2081, 4.4559, -1.3883)
C (4.0885, 3.8215, -0.4525)
O (4.8568, 4.3914, 0.2832)
C (3.8729, 2.2435, -0.4547)
C (5.0713, 1.4898, -1.0675)
C (6.1730, 2.4102, -1.5158)
O (6.1994, 2.9797, -2.5628)
Br (7.6161, 2.6462, -0.2152)
P (3.5280, 1.9066, 1.3475)
P (3.6098, -0.2169, 1.7843)
O (3.5522, -0.3080, 3.2385)
O (2.4533, -1.1150, 1.1471)
O (5.0007, -0.8066, 1.2277)
H (-0.4707, 3.0360, 0.1811)
H (-0.0561, 1.9637, -1.8399)
H (-0.1810, 0.2481, -1.6980)
H (1.9152, 0.4811, -2.5101)
H (2.2421, 0.1785, -0.8394)
H (3.1316, 2.2200, -2.4832)
H (1.4952, 3.8096, -2.2758)
H (1.5038, 3.6195, -0.4473)
H (3.7161, 4.2858, -2.2575)
H (5.5002, 0.7339, -0.4258)
H (4.7546, 0.9837, -1.9646)
H (2.1618, 2.2265, 1.4775)
H (2.7691, -1.6782, 0.4333)
H (5.6611, -0.1704, 1.5266)
F (-4.3008, 2.4266, -0.2817)
C (-4.5634, 1.3931, 0.5533)
C (-3.6064, 0.4153, 0.7206)
C (-3.8683, -0.6400, 1.5795)
C (-5.0833, -0.7067, 2.2478)
C (-6.0371, 0.2865, 2.0620)
C (-5.7758, 1.3509, 1.2104)
H (-2.6723, 0.4821, 0.1887)
H (-3.1214, -1.4079, 1.7262)
H (-5.2873, -1.5332, 2.9152)
H (-6.9826, 0.2332, 2.5786)
H (-6.5003, 2.1401, 1.0567)
F (-9.0586, 0.0121, 2.8925)
C (-9.9495, -0.5558, 2.0496)
C (-9.5138, -0.9955, 0.8164)
C (-10.4298, -1.5811, -0.0444)
C (-11.7592, -1.7105, 0.3332)
C (-12.1745, -1.2572, 1.5774)
C (-11.2641, -0.6778, 2.4485)
H (-8.4739, -0.8787, 0.5398)
H (-10.1041, -1.9370, -1.0120)
H (-12.4709, -2.1648, -0.3425)
H (-13.2104, -1.3540, 1.8717)
H (-11.5650, -0.3244, 3.4255)
F (5.5614, -2.0082, -1.2947)
C (6.4577, -3.0194, -1.2882)
C (7.3933, -3.0762, -0.2761)
C (8.3090, -4.1174, -0.2707)
C (8.2822, -5.0761, -1.2740)
C (7.3341, -4.9969, -2.2840)
C (6.4089, -3.9637, -2.2927)
H (7.3996, -2.3166, 0.4933)
H (9.0444, -4.1802, 0.5193)
H (9.0001, -5.8847, -1.2677)
H (7.3138, -5.7410, -3.0682)
H (5.6570, -3.8876, -3.0669)

Cartesian forces, eV/Å:
0.5 0.3 0.0
-0.5 -0.8 0.3
-0.2 0.0 0.0
-0.1 0.0 0.2
0.3 0.8 0.1
-0.7 -0.5 0.0
1.3 -0.3 -0.7
0.2 -0.3 1.0
0.9 0.2 1.1
-0.7 -0.5 -1.0
-1.1 1.0 -1.1
0.7 0.0 0.6
0.3 0.5 -0.6
0.0 -0.3 0.7
-0.2 -0.1 -0.2
1.0 0.1 0.2
-0.8 -0.6 1.3
-0.1 0.5 0.5
0.7 0.0 -0.6
-0.6 0.4 -0.7
0.2 0.2 -0.1
0.1 0.3 -0.1
-0.2 -0.3 -0.1
0.0 -0.2 -0.3
-0.2 -0.3 0.3
0.6 0.0 -0.1
-0.8 -0.1 0.1
-0.4 0.5 0.1
-0.2 0.5 -0.4
0.0 -0.1 0.2
-0.2 -0.2 -0.3
0.0 -0.4 -0.2
-0.1 -0.2 -0.2
0.5 -0.2 0.1
0.0 0.0 0.0
-0.1 -0.2 0.1
0.0 0.1 -0.1
-0.1 0.0 0.1
0.0 0.0 0.0
0.2 -0.1 0.0
-0.1 0.2 0.0
0.0 0.0 0.0
0.0 0.0 0.0
0.0 0.0 0.0
0.1 0.0 0.0
0.0 0.0 0.0
-0.2 0.0 0.1
-0.1 -0.1 -0.2
0.2 0.0 -0.1
-0.1 0.0 0.1
0.0 0.0 0.0
0.1 0.0 -0.1
-0.1 0.1 0.2
0.0 0.0 0.0
0.0 0.0 0.0
0.0 0.0 0.0
0.0 0.0 0.0
0.0 0.0 0.0
-0.1 0.1 -0.1
0.2 -0.2 0.0
0.0 0.2 0.1
0.0 -0.1 -0.1
0.0 0.0 0.0
0.0 0.0 0.1
-0.2 0.0 -0.1
0.0 0.0 0.0
0.0 0.0 0.0
0.0 0.0 0.0
0.0 0.0 0.0
0.0 0.0 0.0


6 unconnected molecules or ions with the total composition C27H29Cl2N5 at a distorted geometry. Source: OMol25; level of theory: wB97M-V/def2-TZVPD.

- Energy relative to the best compared isomer or geometry (same formula, charge and spin): 212.9 kJ/mol
- Charge: 0
- SMILES: c1ccncc1.c1ccncc1.c1ccncc1.c1ccncc1.c1ccncc1.ClCCCl
- HOMO: -9.72 eV

Cartesian coordinates (Å):
C (0.7767, -0.4436, -0.1116)
C (0.7585, -1.4380, 0.8133)
C (0.2153, -1.2024, 2.0916)
N (-0.3052, 0.0175, 2.3793)
C (-0.2865, 1.0209, 1.4437)
C (0.3416, 0.8139, 0.1816)
H (1.2802, -0.6154, -1.0515)
H (1.1887, -2.4028, 0.5889)
H (0.1629, -2.0288, 2.7849)
H (-0.5677, 1.9732, 1.8685)
H (0.4290, 1.5922, -0.5620)
C (-2.7364, 4.6475, -1.0846)
C (-2.7269, 3.3708, -1.5024)
C (-2.9870, 3.1128, -2.8870)
N (-3.2738, 4.1650, -3.7852)
C (-3.3494, 5.4249, -3.2924)
C (-3.0951, 5.7010, -1.9429)
H (-2.3738, 4.8437, -0.0863)
H (-2.3525, 2.5904, -0.8566)
H (-3.0462, 2.1216, -3.3119)
H (-3.3955, 6.2244, -4.0171)
H (-3.1062, 6.7183, -1.5804)
C (1.7274, 4.6859, -1.4796)
C (2.0632, 5.6048, -0.4175)
C (2.3886, 6.8908, -0.7482)
N (2.2559, 7.4205, -2.0454)
C (1.7950, 6.5754, -2.9954)
C (1.5450, 5.2071, -2.7509)
H (1.5030, 3.6396, -1.3333)
H (2.2468, 5.1863, 0.5611)
H (2.8474, 7.6150, -0.0913)
H (1.6342, 6.9853, -3.9816)
H (1.2048, 4.4720, -3.4653)
C (4.3663, -5.4971, 0.2263)
C (4.3603, -4.3761, -0.6420)
C (5.4333, -4.3371, -1.6247)
N (6.3063, -5.2762, -1.6988)
C (6.3249, -6.2603, -0.7508)
C (5.3469, -6.5078, 0.1750)
H (3.4624, -5.5162, 0.8171)
H (3.5804, -3.6298, -0.6074)
H (5.2951, -3.6663, -2.4597)
H (7.0657, -7.0195, -0.9539)
H (5.4298, -7.2905, 0.9144)
C (-2.1456, -4.8966, -0.3330)
C (-1.0745, -5.2998, 0.4642)
C (-1.3515, -6.2996, 1.4523)
N (-2.5643, -6.9696, 1.5100)
C (-3.5280, -6.5774, 0.6832)
C (-3.3409, -5.5886, -0.2843)
H (-2.0926, -4.1030, -1.0636)
H (-0.1528, -4.7382, 0.4257)
H (-0.5973, -6.7077, 2.1088)
H (-4.4650, -7.1084, 0.6023)
H (-4.0463, -5.3530, -1.0674)
Cl (-3.7433, 3.5344, 4.1966)
C (-2.7113, 2.1506, 3.9766)
C (-3.1631, 0.9689, 4.7762)
Cl (-4.7858, 0.3614, 4.3891)
H (-1.6815, 2.4510, 4.1698)
H (-2.7801, 1.8835, 2.9221)
H (-2.9469, 1.0780, 5.8389)
H (-2.5620, 0.1012, 4.5047)

Cartesian forces, eV/Å:
1.1 0.0 -0.9
-0.3 -0.9 1.7
-0.4 1.6 -1.9
0.0 -0.1 -0.5
1.9 -2.2 0.4
-1.7 1.1 1.4
-0.1 -0.1 -0.2
0.0 -0.1 0.0
-0.1 0.3 0.5
-0.3 0.2 -0.5
-0.1 0.2 0.1
-0.1 2.2 0.3
0.3 -1.9 -2.8
-1.0 3.3 -0.2
0.4 -1.6 2.0
1.2 -1.5 0.8
0.1 -0.6 -0.2
-0.3 0.3 0.2
-0.3 -0.2 0.0
0.2 0.0 0.0
-0.5 0.0 -0.1
0.0 0.1 0.0
-0.3 2.2 0.6
0.4 -1.9 -1.3
-0.1 1.2 -2.7
-0.5 -2.0 0.8
0.4 0.0 1.4
0.2 -0.2 0.8
0.2 0.0 0.4
-0.1 0.3 0.2
-0.2 -0.2 0.4
0.1 0.1 -0.1
0.0 0.5 -0.7
-1.1 1.6 -1.0
2.3 -1.8 -0.2
-3.7 0.3 1.3
1.5 -1.4 0.7
0.1 -0.4 -1.6
-0.2 2.0 0.2
0.2 -0.5 0.7
0.0 0.0 0.0
0.6 0.5 -0.1
0.4 0.1 0.3
-0.2 -0.2 -0.3
0.1 -0.5 -0.1
-1.2 -0.4 1.7
-1.5 -0.3 -1.9
1.4 1.2 0.2
0.6 0.2 -1.3
0.4 0.2 0.2
0.5 0.1 0.0
0.2 -0.3 0.1
0.1 0.2 0.1
-0.1 -0.4 0.7
-0.5 -0.1 0.3
-0.5 1.0 0.3
0.0 -0.6 -1.0
1.2 -1.3 0.3
-0.2 0.5 0.3
-0.1 -0.3 0.3
0.1 0.0 0.0
-0.8 0.3 0.1
0.4 0.3 -0.2


A molecular structure, C27H29ClN3O2PS6Se2Sn. Source: OMol25; level of theory: wB97M-V/def2-TZVPD.

- Energy relative to the best compared isomer or geometry (same formula, charge and spin): 259.7 kJ/mol
- Charge: -2
- HOMO: -0.69 eV

Cartesian coordinates (Å):
Sn (-1.4449, 0.0372, -0.7850)
Cl (1.7351, 2.2974, 1.9171)
C (3.4323, 2.3335, 1.5863)
C (4.2383, 3.2364, 2.2707)
C (5.5927, 3.2946, 1.9964)
C (6.1481, 2.4528, 1.0443)
C (5.3436, 1.5451, 0.3774)
C (3.9764, 1.4625, 0.6346)
P (2.8384, 0.2710, -0.2542)
C (3.8772, -1.2267, -0.0570)
C (4.3634, -1.5309, 1.2157)
C (4.9414, -2.7634, 1.4794)
C (5.0416, -3.7151, 0.4756)
C (4.5734, -3.4210, -0.7968)
C (3.9932, -2.1896, -1.0593)
C (3.2272, 0.8756, -1.9454)
C (2.2981, 1.7493, -2.5043)
C (2.4872, 2.2695, -3.7743)
C (3.6130, 1.9166, -4.5036)
C (4.5506, 1.0553, -3.9517)
C (4.3661, 0.5425, -2.6759)
H (3.7967, 3.8908, 3.0105)
H (6.2184, 4.0032, 2.5254)
H (7.2070, 2.5069, 0.8216)
H (5.7714, 0.8840, -0.3644)
H (4.2793, -0.7914, 2.0044)
H (5.3062, -2.9835, 2.4760)
H (5.4627, -4.6897, 0.6917)
H (4.6459, -4.1589, -1.5861)
H (3.6039, -1.9870, -2.0459)
H (1.4052, 2.0119, -1.9473)
H (1.7397, 2.9337, -4.1885)
H (3.7537, 2.2984, -5.5078)
H (5.4281, 0.7700, -4.5211)
H (5.1064, -0.1302, -2.2622)
N (-0.2148, -0.9803, 1.9671)
N (-0.8853, -1.1285, 3.1789)
C (-1.5919, -0.1230, 3.7440)
N (-2.3364, -0.5153, 4.8390)
S (-1.4619, 1.4659, 3.3357)
H (-0.3747, -1.7803, 1.3684)
H (0.7832, -0.8489, 2.0934)
H (-1.0085, -2.0569, 3.5534)
H (-2.7415, -1.4409, 4.8074)
H (-2.9873, 0.1997, 5.1199)
O (-2.7347, 3.3705, 0.1703)
C (-4.0124, 3.5354, -0.3686)
C (-4.3773, 2.6390, -1.5735)
C (-5.6612, 3.2794, -2.1470)
O (-6.3109, 2.5262, -3.1630)
C (-3.3296, 2.7327, -2.6932)
Se (-1.4466, 2.1112, -2.4606)
C (-4.7106, 1.1773, -1.1984)
Se (-4.1784, 0.5238, 0.5785)
H (-2.7565, 2.5648, 0.7194)
H (-4.0696, 4.5819, -0.6982)
H (-4.7774, 3.3728, 0.4024)
H (-5.4193, 4.2764, -2.5446)
H (-6.3894, 3.4125, -1.3388)
H (-5.6582, 1.9435, -3.5639)
H (-3.2047, 3.7831, -2.9648)
H (-3.6763, 2.1822, -3.5713)
H (-4.2708, 0.4836, -1.9181)
H (-5.7903, 1.0394, -1.2246)
S (0.7910, -5.7069, -5.3041)
C (0.3331, -4.4645, -4.3103)
S (1.4235, -3.5975, -3.2894)
C (0.2738, -2.4840, -2.5670)
C (-1.0054, -2.6120, -2.9881)
S (-2.3920, -1.7057, -2.4839)
S (-1.2850, -3.8803, -4.1754)
S (0.8480, -1.3654, -1.3741)

Cartesian forces, eV/Å:
-0.3 0.3 0.7
-0.1 0.1 0.2
0.3 -0.2 -0.3
-0.1 0.1 0.1
0.0 0.0 0.1
0.1 -0.1 -0.1
-0.1 0.1 0.1
-0.3 0.1 0.2
0.6 0.4 0.1
-0.1 -0.1 0.0
0.0 0.0 -0.1
0.0 0.0 0.1
0.0 -0.1 0.0
0.1 0.0 0.0
0.1 0.0 0.0
0.0 -0.1 0.0
0.0 0.0 0.1
0.0 0.1 0.0
0.0 0.0 0.0
0.1 0.0 0.0
-0.1 0.1 0.0
0.0 0.0 0.0
0.0 0.0 0.0
0.0 0.0 0.0
0.1 0.0 0.0
0.0 0.0 0.0
0.0 0.0 0.0
0.0 0.0 0.0
0.0 0.0 0.0
0.0 0.0 0.0
0.0 0.0 0.0
0.0 0.0 0.0
0.0 0.0 0.0
0.0 0.0 0.0
0.0 0.0 0.0
0.2 0.0 0.3
-0.3 -0.2 0.1
0.5 0.2 0.1
-0.1 -0.3 0.0
-0.1 0.2 -0.1
-0.1 0.1 -0.1
0.0 0.0 0.1
0.1 0.0 0.0
0.0 0.0 -0.1
0.0 0.0 0.0
0.2 0.1 0.3
-0.3 0.0 -0.1
0.1 0.1 -0.1
0.1 0.2 0.1
-0.1 0.0 -0.1
0.4 -0.1 0.2
-0.2 0.3 -0.5
-0.1 -0.1 0.1
0.1 -0.1 0.2
-0.1 -0.1 -0.2
0.0 0.0 0.0
0.0 0.0 0.0
0.0 0.0 0.0
0.0 -0.1 0.0
0.0 0.0 0.0
-0.1 0.0 -0.1
0.0 0.1 0.0
-0.1 0.1 -0.2
0.0 0.0 -0.2
0.1 -0.3 -0.2
-0.1 0.3 0.2
-0.4 -0.1 -0.2
0.0 -0.2 -0.2
0.2 -0.1 -0.1
-0.4 -0.2 0.0
0.4 0.0 0.1
0.0 -0.5 -0.2